Density functional theory data (ωB97M-V with the def2-TZVPD basis set) for a molecular structure, C3H11N2S.

Element x y z (Å)
C (1.399, 0.859, 0.023)
C (0.546, -0.308, 0.494)
C (-0.605, -0.766, -0.485)
N (-0.348, -0.782, -1.835)
N (-0.272, -0.078, 1.779)
S (-2.067, 0.533, -0.424)
H (1.489, 0.706, -1.099)
H (1.075, 1.872, 0.499)
H (2.398, 0.757, 0.390)
H (1.028, -1.309, 0.507)
H (-1.121, -1.972, -0.184)
H (0.144, 0.056, -2.131)
H (-1.131, -1.029, -2.417)
H (-0.228, -0.959, 2.230)
H (-1.175, 0.400, 1.294)
H (0.170, 0.540, 2.388)
H (-1.301, 1.480, -1.028)

Calculated values
E_LUMO (alpha / beta) (eV): -3.11 / -6.94
Net charge: +1
2S+1: 3
Total energy (eV): -17091.76761
Maximum force (Eh/bohr): 0.1109
E_HOMO (alpha / beta) (eV): -8.610 / -14.172
Energy above the lowest of the compared OMol25 structures with the same formula, charge and spin (kJ/mol): 171.53

Population analysis type Löwdin, resulting atomic charges in e: -0.0338 -0.3533 -0.6703 0.0963 0.1498 0.7246 0.0996 0.1346 0.0720 0.1526 0.2135 0.0920 0.1052 0.1422 0.0605 0.1240 -0.1094

Density functional theory data (ωB97M-V with the def2-TZVPD basis set) for 2 unconnected molecules or ions with the total composition C3H11N3.

Element x y z (Å)
C (2.133, -0.963, 1.359)
C (2.364, -0.823, 0.055)
N (1.345, -0.924, -0.900)
H (1.119, -1.063, 1.720)
H (2.904, -0.755, 2.084)
H (3.299, -0.519, -0.387)
H (1.623, -0.815, -1.861)
H (0.535, -0.332, -0.682)
N (-0.578, 1.008, 0.151)
C (-2.051, 0.884, 0.082)
N (-2.556, -0.084, -0.852)
H (-0.295, 1.852, -0.323)
H (-0.271, 0.983, 1.114)
H (-2.459, 0.647, 1.060)
H (-2.504, 1.849, -0.159)
H (-2.344, 0.081, -1.823)
H (-2.264, -1.027, -0.639)

Calculated values
E_LUMO (eV): 0.94
Structure (SMILES): C=CN.NCN
Total energy (eV): -7758.80343
Maximum force (Eh/bohr): 0.0211
E_HOMO (eV): -8.045
Energy above the lowest of the compared OMol25 structures with the same formula, charge and spin (kJ/mol): 123.54

Population analysis type Löwdin, resulting atomic charges in e: -0.0446 -0.3066 0.0045 0.0385 0.0330 0.0918 0.0626 0.0184 -0.0059 -0.3538 -0.0064 0.0744 0.0649 0.1036 0.1026 0.0595 0.0635

Density functional theory data (ωB97M-V with the def2-TZVPD basis set) for 2 unconnected molecules or ions with the total composition C3H11N3.

Element x y z (Å)
C (-2.436, 1.102, -0.555)
C (-2.411, 0.080, 0.312)
N (-1.530, -0.966, 0.367)
H (-1.696, 1.248, -1.350)
H (-2.816, 2.085, -0.298)
H (-2.959, 0.272, 1.232)
H (-0.581, -0.940, 0.006)
H (-1.620, -1.599, 1.138)
N (1.247, -0.913, -0.907)
C (1.521, 0.322, -0.139)
N (2.267, 0.177, 1.085)
H (2.051, -1.520, -0.830)
H (1.159, -0.665, -1.886)
H (0.588, 0.866, 0.028)
H (2.102, 1.020, -0.762)
H (3.238, -0.009, 0.896)
H (1.875, -0.560, 1.661)

Calculated values
E_LUMO (eV): 0.93
Structure (SMILES): C=CN.NCN
Total energy (eV): -7758.53315
Maximum force (Eh/bohr): 0.0379
E_HOMO (eV): -7.892
Energy above the lowest of the compared OMol25 structures with the same formula, charge and spin (kJ/mol): 149.62

Population analysis type Löwdin, resulting atomic charges in e: -0.0582 -0.3202 0.0457 0.0352 0.0325 0.0990 0.0248 0.0748 -0.0166 -0.3802 0.0068 0.0621 0.0720 0.0886 0.1070 0.0598 0.0669

Density functional theory data (ωB97M-V with the def2-TZVPD basis set) for 3 unconnected molecules or ions with the total composition C3H11N3.

Element x y z (Å)
C (-0.469, 0.993, 0.636)
N (0.904, 0.904, 0.540)
N (-0.987, 1.523, 1.824)
N (-1.078, 1.443, -0.537)
H (-0.821, -0.541, 0.626)
H (1.148, 0.125, -0.144)
H (1.349, 0.647, 1.412)
H (-1.617, 2.307, 1.730)
H (-0.429, 1.724, -1.262)
H (-0.737, 1.011, 2.657)
H (-2.075, 1.288, -0.576)
C (0.890, -1.832, -0.495)
C (0.813, -1.948, -1.816)
H (1.563, -2.438, -2.428)
H (1.658, -2.395, 0.035)
H (-0.152, -1.372, 0.183)
H (0.039, -1.438, -2.385)

Calculated values
E_LUMO (eV): 1.11
Total energy (eV): -7755.90223
Maximum force (Eh/bohr): 0.0666
E_HOMO (eV): -7.377
Energy above the lowest of the compared OMol25 structures with the same formula, charge and spin (kJ/mol): 403.47

Population analysis type Löwdin, resulting atomic charges in e: -0.6769 0.0512 0.0687 0.0750 0.0902 0.0509 0.0884 0.0842 0.0939 0.0866 0.0932 -0.1642 -0.1020 0.0386 0.0409 0.0417 0.0396

Density functional theory data (ωB97M-V with the def2-TZVPD basis set) for 2 unconnected molecules or ions with the total composition C3H11N3.

Element x y z (Å)
C (2.042, -1.035, -0.661)
C (2.171, 0.740, 0.915)
N (1.428, -0.208, 0.427)
H (1.538, -1.998, -0.569)
H (2.019, -0.507, -1.624)
H (3.131, -1.177, -0.462)
H (1.867, 1.262, 1.717)
H (3.094, 1.080, 0.545)
N (-1.640, -0.971, 0.103)
C (-1.543, 0.455, -0.108)
N (-2.730, 1.284, -0.292)
H (-2.134, -1.107, 0.976)
H (-0.660, -1.396, 0.080)
H (-0.888, 0.604, -0.967)
H (-1.093, 0.889, 0.829)
H (-3.435, 0.857, 0.273)
H (-3.166, 1.229, -1.182)

Calculated values
E_LUMO (alpha / beta) (eV): -3.33 / -8.80
Net charge: +1
2S+1: 2
Total energy (eV): -7748.95882
Maximum force (Eh/bohr): 0.0890
E_HOMO (alpha / beta) (eV): -14.095 / -13.994
Energy above the lowest of the compared OMol25 structures with the same formula, charge and spin (kJ/mol): 234.48

Population analysis type Löwdin, resulting atomic charges in e: -0.1182 0.0038 -0.1002 0.0616 0.0857 0.0911 0.0324 0.0772 0.3027 -0.2698 0.0709 0.1449 0.1411 0.1322 0.1812 0.0771 0.0864

Density functional theory data (ωB97M-V with the def2-TZVPD basis set) for a gas-phase ion, C3H11N3 (charge +2).

Element x y z (Å)
C (1.051, 0.796, -0.325)
C (1.591, -1.165, -1.680)
C (-2.201, -0.208, 1.092)
N (1.716, -0.482, -0.651)
N (0.032, 0.593, 0.722)
N (-1.226, 0.173, 0.125)
H (1.789, 1.392, 0.182)
H (0.617, 1.335, -1.158)
H (2.077, -2.188, -1.907)
H (0.963, -0.773, -2.370)
H (-3.141, -0.622, 0.468)
H (-1.857, -0.925, 1.768)
H (-2.558, 0.629, 1.719)
H (2.482, -0.724, -0.031)
H (0.405, -0.114, 1.301)
H (-0.193, 1.447, 1.218)
H (-1.549, 0.837, -0.474)

Calculated values
E_LUMO (eV): -9.75
Structure (SMILES): C=[NH+]C[NH2+]NC
Net charge: +2
Total energy (eV): -7738.92994
Maximum force (Eh/bohr): 0.0848
E_HOMO (eV): -18.938
Energy above the lowest of the compared OMol25 structures with the same formula, charge and spin (kJ/mol): 202.77

Population analysis type Löwdin, resulting atomic charges in e: -0.0158 0.2501 -0.0638 0.0986 0.0971 -0.0461 0.1642 0.1710 0.2045 0.1036 0.1789 0.0709 0.1057 0.1975 0.1763 0.2052 0.1022

Density functional theory data (ωB97M-V with the def2-TZVPD basis set) for a molecular structure, C3H11N3O.

Element x y z (Å)
C (-0.363, -0.806, -0.262)
C (-1.491, 0.565, 0.374)
C (1.222, 0.698, 0.939)
N (0.380, 0.406, -0.203)
N (1.536, -1.248, -0.819)
N (-2.187, 1.320, -0.621)
O (-0.261, -1.857, 0.549)
H (1.236, -1.797, 0.443)
H (-0.930, -0.947, -1.204)
H (2.442, -1.699, -0.763)
H (1.661, -0.885, -1.758)
H (-2.606, 0.719, -1.319)
H (-1.575, 1.976, -1.090)
H (-1.249, 1.210, 1.219)
H (-2.186, -0.127, 0.857)
H (0.902, 1.673, 1.317)
H (1.223, -0.040, 1.747)
H (2.245, 0.841, 0.593)

Calculated values
E_LUMO (alpha / beta) (eV): 0.42 / 0.42
Total energy (eV): -9799.44637
Maximum force (Eh/bohr): 0.1047
E_HOMO (alpha / beta) (eV): -7.936 / -7.937
Energy above the lowest of the compared OMol25 structures with the same formula, charge and spin (kJ/mol): 825.42

Population analysis type Löwdin, resulting atomic charges in e: -0.4996 -0.1641 -0.1333 -0.0022 -0.1302 0.0118 -0.1557 0.2709 0.1454 -0.0024 0.0348 0.0737 0.0781 0.1023 0.1234 0.0779 0.0859 0.0833

Density functional theory data (ωB97M-V with the def2-TZVPD basis set) for C3H11N3O in the gas phase.

Element x y z (Å)
C (-0.179, -0.528, -0.430)
C (0.150, 0.984, -0.224)
C (0.163, -1.382, 0.796)
N (-1.572, -0.600, -0.818)
N (1.572, 1.260, -0.087)
N (-0.621, 1.506, 0.882)
O (0.605, -1.021, -1.500)
H (0.160, -0.767, -2.316)
H (-0.188, 1.499, -1.133)
H (-2.116, 0.035, -0.245)
H (-1.933, -1.541, -0.700)
H (1.934, 0.807, 0.749)
H (2.066, 0.863, -0.879)
H (-0.237, 1.167, 1.759)
H (-0.543, 2.517, 0.897)
H (-0.021, -2.427, 0.554)
H (1.215, -1.279, 1.052)
H (-0.455, -1.094, 1.642)

Calculated values
E_LUMO (eV): 0.96
Structure (SMILES): C[C@](N)(O)C(N)N
Total energy (eV): -9807.66181
Maximum force (Eh/bohr): 0.0101
E_HOMO (eV): -9.348
Energy above the lowest of the compared OMol25 structures with the same formula, charge and spin (kJ/mol): 32.75

Population analysis type Löwdin, resulting atomic charges in e: -0.6314 -0.4422 -0.0169 0.0885 0.0541 0.0555 -0.0213 0.0974 0.1447 0.0699 0.0825 0.0639 0.0711 0.0699 0.0791 0.0846 0.0736 0.0772

Density functional theory data (ωB97M-V with the def2-TZVPD basis set) for 2 unconnected molecules or ions with the total composition C3H11N3O.

Element x y z (Å)
C (0.251, 1.067, 1.121)
C (-0.477, 0.537, -1.534)
C (-1.039, -1.389, 0.128)
N (0.151, -0.206, -0.437)
N (-0.143, 0.215, 2.049)
N (1.281, -0.932, -0.927)
O (1.498, 1.653, 1.318)
H (1.909, 1.188, 2.062)
H (-0.413, 1.858, 0.737)
H (-0.833, 0.140, 2.792)
H (1.458, -0.831, -1.928)
H (2.118, -0.618, -0.439)
H (0.260, 1.141, -2.078)
H (-1.209, 1.216, -1.096)
H (-0.945, -0.115, -2.274)
H (-0.881, -1.981, 1.025)
H (-1.002, -2.084, -0.712)
H (-1.985, -0.859, 0.193)

Calculated values
E_LUMO (eV): 0.86
Structure (SMILES): [H]/N=C/O.CN(C)N
Total energy (eV): -9802.56728
Maximum force (Eh/bohr): 0.1062
E_HOMO (eV): -7.747
Energy above the lowest of the compared OMol25 structures with the same formula, charge and spin (kJ/mol): 524.30

Population analysis type Löwdin, resulting atomic charges in e: -0.4339 -0.1105 0.0223 -0.2773 -0.0123 0.0309 -0.0252 0.0884 0.1149 0.0342 0.0762 0.0815 0.0929 0.0745 0.0822 0.0514 0.0535 0.0563

Density functional theory data (ωB97M-V with the def2-TZVPD basis set) for 2 unconnected molecules or ions with the total composition C3H11N3O.

Element x y z (Å)
C (0.935, 0.017, 1.123)
C (1.433, 1.290, -1.037)
C (0.652, 0.172, -0.302)
N (-0.282, -0.519, -2.340)
N (-0.860, -1.622, -0.370)
N (-0.145, -0.570, -1.085)
O (-1.971, 0.442, 1.946)
H (1.987, -0.279, 1.144)
H (0.773, 1.030, 1.584)
H (0.390, -0.711, 1.738)
H (1.631, 2.145, -0.438)
H (2.409, 0.888, -1.430)
H (0.758, 1.440, -1.903)
H (-1.038, -1.176, -2.809)
H (-1.152, 0.159, 2.333)
H (-1.302, -2.295, -0.987)
H (-1.558, -1.239, 0.306)
H (-2.660, 0.829, 2.528)

Calculated values
E_LUMO (eV): 0.67
Total energy (eV): -9803.47148
Maximum force (Eh/bohr): 0.0777
E_HOMO (eV): -6.970
Energy above the lowest of the compared OMol25 structures with the same formula, charge and spin (kJ/mol): 437.05

Population analysis type Löwdin, resulting atomic charges in e: -0.0870 -0.0414 -0.3237 0.0013 0.0890 -0.3216 -0.0601 0.0883 0.0977 0.0621 0.0513 0.0934 0.0583 0.0829 -0.0123 0.0731 0.0817 0.0671

Density functional theory data (ωB97M-V with the def2-TZVPD basis set) for 2 unconnected molecules or ions with the total composition C3H11N3O.

Element x y z (Å)
C (-2.189, 1.129, -0.227)
C (-1.843, -0.097, 0.584)
H (-1.256, 1.729, -0.356)
H (-2.991, 1.696, 0.239)
H (-2.498, 0.853, -1.234)
H (-1.601, 0.157, 1.609)
H (-2.648, -0.829, 0.587)
H (-0.910, -0.544, 0.165)
N (1.392, -0.666, -0.933)
C (1.180, 0.514, -0.253)
N (1.949, -1.790, -0.303)
N (1.745, 0.557, 0.988)
O (0.749, 1.498, -0.839)
H (1.257, -0.631, -1.936)
H (1.317, -2.586, -0.372)
H (2.848, -2.038, -0.712)
H (1.951, -0.316, 1.439)
H (1.548, 1.364, 1.555)

Calculated values
E_LUMO (eV): 0.79
Structure (SMILES): NNC(N)=O.CC
Total energy (eV): -9807.07715
Maximum force (Eh/bohr): 0.0398
E_HOMO (eV): -9.735
Energy above the lowest of the compared OMol25 structures with the same formula, charge and spin (kJ/mol): 89.16

Population analysis type Löwdin, resulting atomic charges in e: -0.1725 -0.1764 0.0489 0.0594 0.0640 0.0591 0.0593 0.0446 -0.0420 -0.6516 0.0185 0.1671 0.0117 0.1472 0.0869 0.0891 0.0787 0.1080

Density functional theory data (ωB97M-V with the def2-TZVPD basis set) for a molecular structure, C3H11N3O2.

Element x y z (Å)
C (-0.482, -0.040, 0.505)
N (-0.751, -1.874, 0.476)
C (0.122, -1.178, -0.362)
N (1.450, -1.225, -0.302)
O (-1.278, 0.280, -2.072)
C (0.406, 1.288, 0.137)
N (0.857, 1.206, -1.203)
H (-1.500, 0.250, 0.236)
H (-0.221, 0.087, 1.609)
H (-0.159, -2.562, 0.963)
H (2.010, -2.070, -0.317)
H (-0.454, -0.911, -1.333)
H (1.162, 1.493, 0.890)
H (-0.186, 2.211, 0.101)
H (-0.004, 1.089, -1.797)
H (1.456, 0.373, -1.292)
H (-1.890, 0.331, -2.822)
H (-0.120, 1.346, 3.758)
O (-0.111, 1.159, 2.805)

Calculated values
E_LUMO (eV): -4.04
Total energy (eV): -11842.27710
Maximum force (Eh/bohr): 0.0831
E_HOMO (eV): -8.663
Energy above the lowest of the compared OMol25 structures with the same formula, charge and spin (kJ/mol): 1298.70

Population analysis type Löwdin, resulting atomic charges in e: -0.0793 0.2227 -0.5422 0.1935 -0.2757 -0.1788 0.0869 0.1268 0.0864 0.1077 0.0873 0.1638 0.1093 0.1458 0.0293 0.0644 0.0052 -0.0419 -0.3111